Molecular formula: C33H70NO15
Method: DFT, ωB97M-V/def2-TZVPD

Structure (XYZ):
```
119
Properties=species:S:1:pos:R:3
N 62.4090 8.2210 36.9360
H 62.3390 8.3950 35.9540
H 63.3050 7.5560 37.1700
H 61.5320 7.6850 37.3660
H 62.5590 8.9830 37.5870
O 62.7370 11.5470 37.5040
C 63.0300 12.7110 37.7140
O 62.8010 13.6750 36.6980
C 62.2210 13.3300 35.4340
C 61.9060 14.4000 34.5470
C 63.7570 13.2490 38.9450
H 61.2280 12.8600 35.7050
H 62.8230 12.4510 35.1730
H 61.2990 14.9130 35.0900
H 61.0940 13.9700 33.8310
H 62.5960 14.8470 34.0260
H 63.0500 13.5720 39.5480
H 64.3920 14.0760 38.5380
H 64.3090 12.4260 39.4750
O 64.9880 9.0570 36.0530
C 65.2110 10.1990 35.5130
O 65.0350 10.5070 34.2350
C 64.4590 9.6420 33.3350
C 64.1630 10.4830 32.0580
C 65.9830 11.3340 36.3020
H 63.5910 9.1120 33.8710
H 65.2450 8.9740 33.2980
H 63.6170 9.9780 31.1900
H 65.2170 10.6950 31.7170
H 63.6250 11.1560 32.4390
H 65.9360 11.0660 37.3290
H 65.6970 12.3090 36.1600
H 67.1200 11.3670 35.9700
O 61.4380 8.3360 39.8270
C 61.6110 8.4560 40.9920
O 61.5280 9.6880 41.5920
C 60.9390 10.8740 40.8830
C 61.6060 12.0730 41.4650
C 62.1780 7.4400 41.9360
H 59.9050 10.7490 40.8580
H 61.2680 10.7440 39.7540
H 61.3910 12.0990 42.6410
H 61.1800 13.0520 41.1030
H 62.5850 12.0880 41.1680
H 63.0970 7.5320 42.3780
H 62.1480 6.5720 41.3990
H 61.5400 7.5640 42.8510
O 60.8360 9.7680 34.5760
C 59.9960 9.5260 33.6650
O 58.7360 9.9730 33.5480
C 58.2790 10.8240 34.5990
C 56.7120 10.9390 34.3070
C 60.4590 8.7340 32.4760
H 58.5800 11.8320 34.6390
H 58.4210 10.6750 35.6580
H 56.2860 9.9330 34.4130
H 56.7180 11.2560 33.3480
H 56.1100 11.7780 34.7480
H 59.5560 8.5070 32.0590
H 60.8930 7.7400 32.8100
H 61.5760 9.0610 31.9960
O 64.8940 8.4140 38.6160
C 65.0180 7.8310 39.8230
O 65.3700 8.5390 40.8810
C 65.1440 10.0060 40.8190
C 65.0520 10.3810 42.3450
C 65.0800 6.4580 40.0240
H 64.1540 10.3640 40.3480
H 65.8950 10.5230 40.2930
H 64.2930 9.9700 43.0370
H 64.9400 11.5050 42.3160
H 65.9890 10.1340 42.7460
H 65.0520 6.1020 41.0620
H 65.9270 6.1620 39.6210
H 64.1700 5.8750 39.6520
O 59.1010 8.6260 36.9470
C 58.4410 7.6690 37.4310
O 57.9180 6.6750 36.6320
C 58.2280 6.6120 35.2150
C 57.4710 5.3610 34.8630
C 57.8660 7.8150 38.8580
H 59.1890 6.5550 35.1210
H 57.7920 7.4710 34.6800
H 57.8800 4.5700 35.5680
H 57.0720 5.1650 33.8450
H 56.4800 5.6700 35.3200
H 58.5920 8.5680 39.6050
H 58.1700 6.9580 39.2630
H 56.8100 7.9210 39.0540
C 65.0160 5.8370 35.2350
C 63.9510 6.1020 34.1550
O 62.7820 6.5210 34.5340
C 64.2720 5.8800 32.7040
H 65.8760 6.3160 35.1200
H 65.3720 4.8240 35.1460
H 64.7500 6.0800 36.2080
H 63.8110 6.4810 31.8350
H 64.1460 4.9090 32.4580
H 65.2570 6.2190 32.5010
C 59.4400 3.6670 37.7840
C 60.5070 4.7860 38.0620
O 61.0410 5.4070 37.0760
C 60.9620 5.0250 39.4740
H 59.3640 3.2190 36.7800
H 58.5360 3.8570 38.3240
H 60.1230 2.7210 38.2690
H 61.9250 5.7040 39.7810
H 61.3110 4.2540 40.0100
H 59.8990 5.3160 40.1650
C 68.2300 9.1280 36.1430
C 67.4470 8.8720 37.3680
O 67.4760 9.6990 38.3960
C 66.7670 7.5890 37.5610
H 69.1320 8.5520 36.0520
H 68.7890 10.1410 36.2380
H 67.9420 9.3390 35.1710
H 65.9720 7.9430 36.7310
H 66.2530 7.5570 38.5670
H 67.0890 6.6840 37.1830
```

Results
Total charge: +1
Energy above the lowest of the compared OMol25 structures with the same formula, charge and spin (kcal per mole): 65.9
HOMO-LUMO gap (eV): 9.50
Maximum force (eV/A): 9.14